A 2-piece molecular cluster, C4H11NS overall at a distorted geometry, computed with the ωB97M-V functional and the def2-TZVPD basis.

```
17
Properties=species:S:1:pos:R:3:forces:R:3
C 1.946412 -0.121631 0.489615 2.8 0.0 1.3
N 1.946009 -0.396035 -0.904206 -3.4 -0.6 -0.1
C 0.642495 -0.200549 -1.383305 4.1 1.0 -3.2
C -1.163233 1.537977 -0.021910 -1.0 -1.3 0.5
S -1.951331 -0.108051 -0.138134 0.5 0.2 -0.2
C 1.040126 -0.966687 1.367606 -0.7 1.1 0.5
H 2.957701 -0.338934 0.886660 -0.1 0.1 -0.4
H 1.880576 0.951257 0.732017 -0.7 0.1 -0.4
H 0.597138 -0.453649 -2.458119 0.0 -0.3 0.4
H 0.298290 0.846108 -1.369865 0.3 -0.4 0.7
H -0.159036 -0.783461 -0.846179 -1.9 0.0 1.1
H -0.827505 1.801886 -1.021796 -0.2 0.7 0.2
H -0.380019 1.475030 0.730779 0.3 0.3 -0.2
H -1.924347 2.224097 0.345934 0.0 0.2 -0.2
H 1.391929 -1.983309 1.479381 0.0 -0.1 -0.1
H 1.003273 -0.440182 2.327087 0.3 -0.4 0.2
H 0.007396 -0.910321 1.056733 -0.2 -0.5 -0.1
```
Positions in Å, forces in eV/Å.

charge: 0
HOMO energy: -8.18 eV
relative energy (zero: lowest compared OMol25 entry of this formula, charge and spin): 505.7 kJ/mol
frontier orbital gap: 0.205 Ha

Löwdin population analysis, charges in e, atoms 1 to 2: atom 1 (C): -0.34, atom 2 (N): 0.08